No. 1
ORCA calculation (the ωB97M-V functional and the def2-TZVPD basis) on C23H22N2O3S2 in the gas phase in a non-equilibrium geometry.

Computed properties:
E = -2021.25345 Eh
SMILES = O=C(c1cc2c(s1)-c1ccccc1S(=O)(=O)C2)N1CCN(Cc2ccccc2)CC1
molecular weight = 438.574 g mol⁻¹
HOMO = -8.6 eV
energy above the lowest of the compared OMol25 structures with the same formula, charge and spin = 11.6 kcal per mole

Structure (ORCA input):
```
! RIJCOSX wB97M-V def2-TZVPD def2/J DEFGRID3
* xyz 0 1
O -1.174 3.800 0.014
C -0.896 2.815 0.675
N 0.071 2.818 1.615
C 0.383 1.746 2.526
H -0.405 0.993 2.508
C 1.753 1.131 2.155
N 2.608 2.071 1.452
C 2.410 3.414 1.948
C 0.977 3.946 1.706
H 0.904 4.497 0.767
H 0.673 4.614 2.521
H 2.623 3.392 3.021
H 3.135 4.079 1.475
C 2.568 1.957 0.001
C 3.040 0.599 -0.446
C 2.406 -0.066 -1.487
C 2.835 -1.319 -1.887
C 3.907 -1.921 -1.251
C 4.551 -1.260 -0.218
C 4.122 -0.008 0.181
H 4.614 0.512 0.989
H 5.392 -1.723 0.277
H 4.241 -2.901 -1.560
H 2.329 -1.826 -2.696
H 1.571 0.401 -1.991
H 1.571 2.150 -0.426
H 3.251 2.717 -0.395
H 2.265 0.818 3.072
H 1.618 0.251 1.525
H 0.423 2.173 3.534
C -1.590 1.523 0.428
C -2.933 1.285 0.398
C -3.264 -0.017 -0.037
C -2.154 -0.757 -0.379
C -2.124 -2.100 -0.904
C -3.289 -2.658 -1.428
C -3.313 -3.940 -1.933
C -2.156 -4.705 -1.915
C -0.982 -4.160 -1.417
C -0.959 -2.872 -0.916
H -0.041 -2.449 -0.534
H -0.074 -4.745 -1.419
H -2.169 -5.714 -2.296
H -4.242 -4.319 -2.329
S -4.737 -1.615 -1.601
O -4.548 -0.795 -2.764
O -5.922 -2.425 -1.536
C -4.641 -0.565 -0.111
H -4.878 -1.225 0.722
H -5.391 0.218 -0.193
S -0.698 0.147 -0.131
H -3.661 2.020 0.689
*
```

---

No. 2
ORCA calculation (the ωB97M-V functional and the def2-TZVPD basis) on a molecular structure, C4H11NiO4 in a non-equilibrium geometry.

Computed properties:
E = -1967.78285 Eh
molecular weight = 181.821 g mol⁻¹
HOMO (spin up / spin down) = -13.7 / -13.6 eV

Structure (ORCA input):
```
! RIJCOSX wB97M-V def2-TZVPD def2/J DEFGRID3
* xyz 1 3
O -1.111 1.969 -0.048
C -1.843 1.052 0.724
C -1.991 -0.324 0.094
O -0.756 -0.589 -0.578
C -0.269 -1.920 -0.619
Ni -0.190 1.036 -1.433
H -2.847 1.423 0.990
H -1.239 0.906 1.640
H -2.813 -0.402 -0.633
H -2.174 -1.082 0.869
H 0.810 -1.826 -0.788
H -0.361 -2.404 0.363
H -0.916 -2.481 -1.308
O 1.366 1.760 -0.615
H 0.803 2.278 0.357
C 2.729 0.092 0.262
O 2.203 0.655 -0.927
H 1.937 -0.383 0.859
H 3.473 -0.640 -0.082
H 3.190 0.880 0.872
*
```

---

No. 3
ORCA calculation (the ωB97M-V functional and the def2-TZVPD basis) on a molecular structure, C38H41ClNO9S2SiV.

Computed properties:
E = -4694.40809 Eh
molecular weight = 834.361 g mol⁻¹
HOMO (spin up / spin down) = -11.2 / -11.3 eV
energy above the lowest of the compared OMol25 structures with the same formula, charge and spin = 1.0 kcal per mole

Structure (ORCA input):
```
! RIJCOSX wB97M-V def2-TZVPD def2/J DEFGRID3
* xyz 1 2
V 1.239 0.384 -1.425
O 2.113 3.301 -2.486
Cl 2.057 2.519 -1.241
O 3.484 2.247 1.535
O 2.967 1.204 -1.249
O -0.338 0.680 -0.756
O 1.760 -2.157 0.772
S 1.206 -3.227 1.656
C 1.865 -2.956 3.319
C 1.708 -1.547 3.897
C 3.001 -0.738 3.927
C 3.446 -0.146 2.592
S 2.527 1.284 2.014
O 1.487 0.834 1.092
C 1.679 1.981 3.397
C 2.386 2.815 4.254
C 1.731 3.367 5.342
C 0.387 3.086 5.559
C -0.312 2.264 4.686
C 0.333 1.707 3.592
C -0.497 -2.797 2.001
C -0.936 -1.502 1.775
C -2.256 -1.182 2.067
C -3.122 -2.155 2.548
C -2.675 -3.457 2.742
C -1.355 -3.784 2.468
H 2.913 -3.255 3.245
H 1.362 -3.709 3.930
H 1.341 -1.643 4.919
H 0.933 -0.999 3.359
H 3.816 -1.375 4.282
H 2.910 0.060 4.665
H 3.348 -0.859 1.768
H 4.473 0.212 2.647
H 3.427 3.038 4.058
H 2.266 4.021 6.018
H -0.121 3.522 6.410
H -1.364 2.068 4.845
H -0.204 1.090 2.884
H -0.250 -0.769 1.366
H -2.607 -0.167 1.919
H -4.150 -1.901 2.772
H -3.354 -4.215 3.111
H -0.998 -4.797 2.615
C 3.327 -3.011 -2.976
C 2.429 -1.813 -2.967
O 2.391 -1.169 -1.901
C 1.670 -1.440 -4.142
C 1.677 -2.263 -5.283
C 0.963 -1.925 -6.407
C 0.229 -0.736 -6.421
C 0.214 0.101 -5.327
C 0.928 -0.243 -4.181
O 0.907 0.631 -3.171
H 3.779 -3.116 -1.993
H 4.104 -2.896 -3.732
H 2.761 -3.910 -3.220
H 2.249 -3.180 -5.274
H 0.973 -2.571 -7.274
H -0.333 -0.463 -7.304
H -0.341 1.029 -5.320
C -2.643 4.129 2.581
C -1.415 4.115 1.932
C -1.200 3.235 0.884
C -2.203 2.361 0.455
C -3.427 2.386 1.125
C -3.649 3.262 2.180
Si -1.913 1.178 -0.950
C -2.146 1.857 -2.657
C -1.541 3.053 -3.054
C -1.734 3.557 -4.330
C -2.545 2.874 -5.229
C -3.148 1.682 -4.855
C -2.943 1.176 -3.578
H -2.813 4.815 3.402
H -0.626 4.786 2.248
H -0.230 3.230 0.399
H -4.227 1.719 0.816
H -4.607 3.272 2.684
H -2.817 0.015 -0.777
H -0.920 3.610 -2.361
H -1.260 4.485 -4.623
H -2.708 3.275 -6.221
H -3.782 1.150 -5.554
H -3.424 0.245 -3.295
C -0.014 -4.128 -1.654
C -0.790 -2.838 -1.574
N -2.064 -2.926 -1.152
O -0.294 -1.774 -1.930
H -0.426 -4.914 -1.023
H 1.016 -3.926 -1.368
H -0.028 -4.472 -2.690
H -2.439 -3.784 -0.791
H -2.593 -2.077 -1.037
*
```

---

No. 4
ORCA calculation (the ωB97M-V functional and the def2-TZVPD basis) on 2 unconnected molecules or ions with the total composition C2HCl4OPS in a non-equilibrium geometry.

Computed properties:
E = -2732.32190 Eh
SMILES = O=P(S)(Cl)Cl.ClC#CCl
molecular weight = 245.882 g mol⁻¹
HOMO = -9.6 eV
energy above the lowest of the compared OMol25 structures with the same formula, charge and spin = 62.1 kcal per mole

Structure (ORCA input):
```
! RIJCOSX wB97M-V def2-TZVPD def2/J DEFGRID3
* xyz 0 1
C 1.286 1.959 0.943
C 1.816 0.951 0.390
O -0.695 -1.233 1.426
P -0.746 -1.301 -0.034
S -1.182 0.618 -0.998
Cl -0.056 2.920 0.969
Cl 3.234 0.266 0.011
Cl -2.061 -2.632 -0.701
Cl 0.940 -1.699 -0.860
H -2.536 0.152 -1.147
*
```

---

No. 5
ORCA calculation (the ωB97M-V functional and the def2-TZVPD basis) on CClN3O3 in the gas phase in a non-equilibrium geometry.

Computed properties:
E = -888.01141 Eh
SMILES = N#CN(OCl)[N+](=O)[O-]
molecular weight = 137.482 g mol⁻¹
HOMO = -11.4 eV
energy above the lowest of the compared OMol25 structures with the same formula, charge and spin = 0.0 kcal per mole

Structure (ORCA input):
```
! RIJCOSX wB97M-V def2-TZVPD def2/J DEFGRID3
* xyz 0 1
C -0.802 -1.175 -0.114
N -1.411 -2.100 -0.379
N -0.004 -0.209 0.427
N -0.367 1.200 -0.031
O -1.466 1.183 -0.478
O 0.438 2.048 0.076
O 1.209 -0.456 0.893
Cl 2.403 -0.491 -0.394
*
```

---

No. 6
ORCA calculation (the ωB97M-V functional and the def2-TZVPD basis) on 6 unconnected molecules or ions with the total composition C31H58N2O15S in a non-equilibrium geometry.

Computed properties:
E = -2852.16497 Eh
SMILES = CC(C)[C@@H](C)COOC(=O)OCCSc1nnco1.CCOC(C)=O.CCOC(C)=O.CCOC(C)=O.CCOC(C)=O.CCOC(C)=O
molecular weight = 730.871 g mol⁻¹
HOMO = -9.5 eV

Structure (ORCA input):
```
! RIJCOSX wB97M-V def2-TZVPD def2/J DEFGRID3
* xyz 0 1
C 3.592 2.994 0.671
C 4.231 1.708 0.102
C 5.369 2.145 -0.814
C 3.115 0.885 -0.579
C 3.546 -0.078 -1.691
C 2.361 0.132 0.536
O 1.764 -1.072 0.021
O 0.422 -1.177 0.529
C -0.430 -0.617 -0.382
O -0.299 -0.680 -1.554
O -1.434 0.007 0.262
C -2.612 -0.835 0.412
C -3.662 0.001 1.130
S -5.076 0.328 0.038
C -5.357 2.029 0.281
N -5.694 2.562 1.416
N -5.811 3.923 1.177
C -5.539 4.095 -0.074
O -5.240 2.937 -0.707
H 4.358 3.605 1.145
H 2.772 2.788 1.356
H 3.205 3.577 -0.167
H 4.646 1.188 0.967
H 5.048 2.908 -1.522
H 6.150 2.589 -0.194
H 5.844 1.312 -1.323
H 2.388 1.587 -0.992
H 3.696 -1.098 -1.343
H 4.446 0.238 -2.206
H 2.762 -0.133 -2.444
H 1.584 0.751 0.978
H 3.051 -0.148 1.336
H -2.334 -1.707 1.001
H -2.949 -1.139 -0.577
H -3.988 -0.465 2.055
H -3.230 0.965 1.386
H -5.519 5.039 -0.587
O -3.646 6.819 -0.619
C -3.744 7.495 -1.608
O -4.299 8.716 -1.500
C -4.306 9.668 -2.569
C -5.471 9.457 -3.512
C -3.329 6.979 -2.967
H -3.348 9.667 -3.089
H -4.396 10.634 -2.075
H -5.416 8.489 -4.010
H -5.485 10.235 -4.276
H -6.410 9.491 -2.961
H -4.153 6.404 -3.388
H -2.476 6.320 -2.829
H -3.041 7.755 -3.672
O 4.257 -1.847 3.115
C 3.310 -2.461 3.534
O 3.312 -2.812 4.835
C 2.174 -3.387 5.484
C 2.107 -4.888 5.295
C 2.182 -2.891 2.633
H 1.258 -2.890 5.162
H 2.308 -3.149 6.538
H 1.989 -5.155 4.245
H 1.267 -5.303 5.852
H 3.027 -5.352 5.651
H 2.454 -3.831 2.153
H 2.066 -2.131 1.865
H 1.229 -3.011 3.143
O 1.694 0.782 -6.942
C 0.828 0.037 -6.573
O 0.932 -0.528 -5.357
C -0.125 -1.287 -4.753
C -0.108 -2.734 -5.200
C -0.334 -0.332 -7.469
H -1.091 -0.812 -4.933
H 0.057 -1.228 -3.686
H -0.277 -2.831 -6.273
H -0.882 -3.299 -4.679
H 0.861 -3.181 -4.979
H -0.024 -1.153 -8.115
H -0.566 0.532 -8.087
H -1.237 -0.617 -6.936
O 10.212 -2.005 1.880
C 9.487 -2.472 2.716
O 8.252 -1.965 2.863
C 7.253 -2.562 3.706
C 7.386 -2.110 5.144
C 9.960 -3.566 3.649
H 7.275 -3.650 3.613
H 6.297 -2.225 3.310
H 8.337 -2.415 5.584
H 6.577 -2.530 5.744
H 7.332 -1.023 5.199
H 10.483 -3.104 4.485
H 10.659 -4.194 3.103
H 9.166 -4.202 4.032
O -5.174 -3.356 -0.465
C -6.176 -3.578 0.162
O -6.809 -4.749 -0.026
C -7.904 -5.179 0.790
C -9.227 -4.626 0.305
C -6.760 -2.542 1.091
H -7.717 -4.941 1.838
H -7.900 -6.264 0.707
H -9.254 -3.538 0.362
H -10.046 -5.022 0.906
H -9.390 -4.905 -0.736
H -7.377 -1.857 0.512
H -5.929 -1.988 1.515
H -7.340 -2.946 1.918
*
```